Record 1
A 8-piece molecular cluster, C14H44N4O10 overall in a non-equilibrium geometry, computed with ωB97M-V/def2-TZVPD.

ORCA input file:
```
! wB97M-V def2-TZVPD RIJCOSX def2/J DEFGRID3
* xyz 0 1
C 19.17454 5.51131 15.07747
O 18.02072 5.84442 15.48776
N 19.44781 4.55865 14.11769
N 20.27690 6.10017 15.54643
H 20.29484 4.56324 13.63485
H 18.67201 4.24376 13.56318
H 21.18702 5.75480 15.38450
H 20.17031 6.96421 15.98391
C 15.61567 4.33656 12.46883
O 16.72778 4.71575 12.13099
N 15.13511 4.40680 13.72294
N 14.69352 3.95393 11.53149
H 14.13700 4.64546 13.71630
H 15.72912 4.81159 14.40140
H 15.06188 3.39117 10.82963
H 13.94266 3.49801 11.95865
C 14.53539 12.29063 9.29251
C 14.94850 10.89402 8.83715
O 13.85481 10.00267 9.10000
H 15.37890 12.98231 9.24431
H 14.23221 12.25102 10.40380
H 13.70458 12.66549 8.70472
H 15.77318 10.66813 9.51331
H 15.30358 10.90626 7.80554
H 13.02781 10.47868 9.17207
C 16.21430 12.42870 13.37826
C 15.09642 13.13511 14.10360
O 13.89162 13.01532 13.34741
H 16.08033 11.35066 13.18427
H 17.07833 12.61874 14.03053
H 16.48570 12.93432 12.43066
H 15.38038 14.16713 14.10058
H 14.97016 12.72799 15.11412
H 13.42129 12.32052 13.79789
C 15.37319 8.02988 14.70205
C 15.63871 8.42855 13.20482
O 14.55655 9.03457 12.58648
H 16.29903 7.59483 15.16279
H 14.54895 7.36783 14.79973
H 14.97698 8.81891 15.34959
H 16.02449 7.65956 12.54889
H 16.45550 9.18059 13.12487
H 14.13518 8.41410 12.01606
C 11.32774 11.64101 10.79060
C 10.47421 11.72750 12.06633
O 9.55585 10.64970 12.16613
H 12.11552 10.87029 10.96843
H 11.87634 12.55946 10.66761
H 10.68448 11.45443 9.93960
H 9.98985 12.70780 12.01274
H 11.15268 11.71293 12.95375
H 8.80156 10.72244 11.57959
C 10.47167 10.44093 15.45220
C 11.38904 9.54990 14.57048
O 12.73060 10.05652 14.53631
O 9.18455 9.83322 15.49196
H 10.59928 11.50537 15.20656
H 10.84928 10.40466 16.52482
H 10.92883 9.39641 13.63522
H 11.28168 8.54222 15.07400
H 13.13894 9.58240 13.78693
H 8.63528 10.12730 14.78138
C 13.33476 6.58432 9.78234
C 14.19645 6.36016 8.42765
O 14.14535 7.33892 7.35164
O 13.89491 7.65881 10.51873
H 13.50284 5.64373 10.28827
H 12.26962 6.74243 9.62959
H 13.81066 5.35058 8.12885
H 15.26358 6.15704 8.69681
H 13.95746 8.18855 7.75340
H 13.67208 8.46503 10.08340
*
```

## Properties
- structure (SMILES) = NC(N)=O.NC(N)=O.OCCO.OCCO.CCO.CCO.CCO.CCO
- LUMO (eV) = 0.50
- E_tot (Ha) = -1531.19456
- highest occupied orbital energy (Ha) = -0.3567
- orbital gap (eV) = 10.20

Record 2
C12H26CrO7PTe as an isolated structure in a non-equilibrium geometry, computed with ωB97M-V/def2-TZVPD.

ORCA input file:
```
! wB97M-V def2-TZVPD RIJCOSX def2/J DEFGRID3
* xyz 1 5
Cr 0.42367 0.28858 -0.42180
C -0.00170 -0.97202 2.55949
C 0.81072 0.29482 2.79023
O 0.46257 1.31845 1.87976
C -0.59788 2.19453 2.20777
C -1.94361 1.67669 1.72438
O -1.76961 1.23023 0.39052
C -2.92383 0.63788 -0.16740
C -2.47818 -0.03381 -1.45082
O -1.27343 -0.77645 -1.27179
C -1.33522 -2.08301 -0.70300
C -1.16765 -2.06636 0.80705
O -0.09771 -1.18341 1.15039
H -1.00925 -0.86967 2.97237
H 0.48390 -1.82753 3.03468
H 1.86599 0.09239 2.60410
H 0.68781 0.62107 3.82584
H -0.36919 3.12574 1.68917
H -0.63671 2.38189 3.28390
H -2.68352 2.48196 1.76496
H -2.30553 0.85058 2.34932
H -3.68185 1.39325 -0.39643
H -3.35649 -0.08616 0.53359
H -2.22560 0.72261 -2.19274
H -3.26864 -0.67954 -1.83677
H -0.51094 -2.63505 -1.15581
H -2.27457 -2.57507 -0.96109
H -0.94358 -3.07917 1.15217
H -2.08244 -1.72984 1.30441
C 2.62637 0.92618 -4.76784
C 3.30164 1.96368 -3.89244
O 2.35554 2.74869 -3.12394
P 1.63688 2.17225 -1.83459
O 0.51530 1.20675 -2.21305
Te 2.97230 1.07312 -0.21277
O 1.00084 3.47480 -1.17683
C -0.05050 4.19848 -1.87399
C 0.49164 5.39785 -2.62199
H 3.38863 0.40253 -5.34441
H 1.92966 1.39975 -5.45923
H 2.08086 0.20443 -4.16146
H 3.83873 2.69248 -4.49447
H 4.00656 1.48737 -3.20701
H -0.74299 4.51126 -1.09294
H -0.57063 3.51752 -2.55037
H 0.95729 6.10328 -1.93475
H -0.32815 5.89900 -3.13703
H 1.23115 5.08684 -3.35732
*
```

## Properties
- LUMO (spin up / spin down) (eV) = -2.19 / -2.18
- E_tot (Ha) = -2653.24073
- highest occupied orbital energy (spin up / spin down) (Ha) = -0.3874 / -0.3970
- orbital gap (spin up / spin down) (eV) = 8.35 / 8.63

Record 3
C33H34AsN12NiO3S as an isolated structure, computed with ωB97M-V/def2-TZVPD.

ORCA input file:
```
! wB97M-V def2-TZVPD RIJCOSX def2/J DEFGRID3
* xyz 1 3
Ni -0.82081 -1.22001 -0.59563
C 4.46774 -2.73619 0.05989
N 3.27187 -2.09126 -0.46814
C 2.00748 -2.25979 -0.09625
N 1.23882 -1.41712 -0.76679
C 2.12175 -0.73901 -1.55809
N 3.36492 -1.12302 -1.40840
C 5.26194 -1.84974 0.99839
C 6.40634 -2.37262 1.59084
C 7.19089 -1.58309 2.41719
C 6.85613 -0.25690 2.64714
C 5.71386 0.26780 2.05583
C 4.91014 -0.53280 1.24518
C 5.39854 1.68944 2.21405
N 6.14212 2.63021 2.67746
N 5.42398 3.81576 2.52221
C 4.30623 3.49392 1.97719
O 4.20886 2.15650 1.75853
C 3.20064 4.35092 1.54534
C 3.44444 5.67302 1.18388
C 2.40026 6.45044 0.71311
C 1.12099 5.91808 0.60314
C 0.86463 4.61084 0.99474
C -0.54977 4.07964 0.95571
N -0.73468 2.87635 0.13050
C -0.31076 1.63669 0.34427
N -0.75365 0.84654 -0.61540
C -1.45725 1.68701 -1.42621
N -1.46795 2.92800 -1.01013
C 1.91321 3.83434 1.47031
H 5.08284 -3.02130 -0.78973
H 4.14550 -3.64386 0.56600
H 1.67642 -2.98488 0.63148
H 1.83131 0.03599 -2.25134
H 6.69325 -3.40270 1.39808
H 8.07804 -2.00313 2.87536
H 7.47480 0.38233 3.26540
H 4.04047 -0.08986 0.77894
H 4.44975 6.06851 1.26989
H 2.58304 7.47558 0.41635
H 0.31434 6.52983 0.21376
H -1.21676 4.82091 0.53117
H -0.89681 3.84975 1.96107
H 0.27949 1.32343 1.18812
H -1.97285 1.36293 -2.31816
H 1.74814 2.81675 1.80390
N -6.58315 1.40852 -5.66708
C -6.03204 0.91927 -4.51336
C -5.94297 -0.46635 -4.29830
C -5.37882 -0.96401 -3.14500
C -4.88692 -0.07970 -2.18561
C -4.97620 1.29354 -2.37465
C -5.54708 1.79012 -3.52993
S -4.13331 -0.71593 -0.74628
O -4.99705 -1.68925 -0.14732
O -3.70567 0.41327 0.04655
N -2.72426 -1.42818 -1.23094
C -2.61136 -2.76945 -1.46417
N -3.57272 -3.56827 -1.93626
C -3.26506 -4.85195 -2.06735
C -2.01296 -5.38124 -1.76482
C -1.06815 -4.48360 -1.32923
N -1.34965 -3.19129 -1.17028
H -7.02200 0.79036 -6.32189
H -6.72869 2.39214 -5.78624
H -6.33240 -1.14570 -5.04864
H -5.31913 -2.03239 -2.96789
H -4.61880 1.96309 -1.60094
H -5.63629 2.86192 -3.67535
H -4.05648 -5.49036 -2.44716
H -1.78629 -6.43017 -1.88189
H -0.05335 -4.79517 -1.10550
C -1.04884 -0.27722 3.08661
As -1.30346 -1.65715 1.74616
C -3.07204 -2.27653 2.21481
C -0.25406 -3.09147 2.55333
H -1.31125 -0.67123 4.06490
H -1.69891 0.56511 2.84949
H -0.01066 0.05077 3.10240
H -3.06136 -2.58281 3.25867
H -3.35790 -3.11667 1.58349
H -3.79618 -1.47910 2.06013
H -0.68235 -3.33195 3.52320
H 0.78248 -2.78771 2.69649
H -0.29658 -3.97749 1.91970
*
```

## Properties
- LUMO (spin up / spin down) (eV) = -2.08 / -3.01
- E_tot (Ha) = -6302.86208
- highest occupied orbital energy (spin up / spin down) (Ha) = -0.3662 / -0.3666
- orbital gap (spin up / spin down) (eV) = 7.88 / 6.97

Record 4
A single C2H2N4O2 molecule in a non-equilibrium geometry, computed with ωB97M-V/def2-TZVPD.

ORCA input file:
```
! wB97M-V def2-TZVPD RIJCOSX def2/J DEFGRID3
* xyz 0 1
C -0.48270 0.72304 0.01679
C 1.38407 -0.91220 -0.03497
H -0.28504 2.55026 -0.04716
H 1.48523 -2.04411 -0.16393
N -1.78188 0.62829 0.02322
N -2.05158 -0.71805 0.11667
N -0.95815 -1.38844 -0.01426
N 0.06722 -0.50765 -0.01737
O 0.32055 1.81295 -0.00537
O 2.30227 -0.14411 0.12638
*
```

## Properties
- structure (SMILES) = O=Cn1nnnc1O
- relative energy (zero: lowest compared OMol25 entry of this formula, charge and spin) (eV) = 2.866
- LUMO (eV) = -0.15
- E_tot (Ha) = -446.86741
- highest occupied orbital energy (Ha) = -0.4023
- orbital gap (eV) = 10.80

Record 5
A 3-piece molecular cluster, C3H11NO3 overall in a non-equilibrium geometry, computed with ωB97M-V/def2-TZVPD.

ORCA input file:
```
! wB97M-V def2-TZVPD RIJCOSX def2/J DEFGRID3
* xyz 0 1
C -1.31793 0.79733 0.83445
N -0.11553 1.04213 0.26022
C 0.02265 1.52644 -1.10361
C 1.13498 2.54388 -1.31109
O -1.48916 0.31760 1.93330
H -2.10993 1.21116 0.17805
H 0.70679 0.64785 0.71688
H -0.92393 1.83837 -1.53278
H 0.21127 0.63231 -1.71693
H 1.19442 2.73645 -2.37621
H 2.07172 2.20357 -0.87702
H 0.87434 3.45402 -0.76417
H 0.11029 -1.66829 2.08133
H -0.49435 -2.77313 1.42746
O 0.41095 -2.49631 1.65064
H 0.24935 -3.31853 -2.06833
H 0.93672 -2.73265 -0.97810
O 0.88878 -2.59846 -1.93440
*
```

## Properties
- structure (SMILES) = CCNC=O.O.O
- relative energy (zero: lowest compared OMol25 entry of this formula, charge and spin) (eV) = 0.955
- LUMO (eV) = 0.67
- E_tot (Ha) = -401.37798
- highest occupied orbital energy (Ha) = -0.3639
- orbital gap (eV) = 10.57

Record 6
A 10-piece molecular cluster, C54H109F12N13P2 overall in a non-equilibrium geometry, computed with ωB97M-V/def2-TZVPD.

ORCA input file:
```
! wB97M-V def2-TZVPD RIJCOSX def2/J DEFGRID3
* xyz 6 1
C 0.78582 -0.19272 3.53161
C -0.53894 0.53162 3.25083
N -1.63729 0.19666 4.17857
C -2.96975 0.19589 3.83994
C -3.69413 -0.07878 4.94847
N -2.80254 -0.14144 5.98705
C -1.55976 -0.03920 5.50535
C -3.15879 -0.26935 7.40627
H 1.55837 0.46003 3.94063
H 1.20138 -0.66608 2.64374
H 0.66231 -1.00360 4.25257
H -0.88252 0.20393 2.26999
H -0.41445 1.61289 3.25717
H -3.28182 0.29321 2.81356
H -4.76537 -0.17999 5.01267
H -0.65958 -0.02629 6.09593
H -4.05113 0.32499 7.59095
H -2.40513 0.06983 8.11128
H -3.38403 -1.31713 7.59897
C -2.75581 6.93692 2.03470
C -4.02234 6.16156 1.66626
N -3.87254 5.46999 0.37130
C -3.79763 6.02853 -0.86609
C -3.61391 5.03673 -1.77518
N -3.38026 3.88979 -1.03979
C -3.60365 4.14759 0.24485
C -2.93474 2.63867 -1.63326
H -2.73355 7.06445 3.11543
H -2.73606 7.93789 1.60122
H -1.88663 6.39529 1.65670
H -4.96746 6.69310 1.71472
H -4.03592 5.32710 2.36939
H -3.97652 7.08780 -0.96839
H -3.48679 5.01196 -2.84311
H -3.48273 3.43255 1.04199
H -1.99339 2.71728 -2.17105
H -3.76708 2.23956 -2.20697
H -2.78242 1.93904 -0.81064
C 3.31294 6.17735 3.82766
C 1.80127 6.36910 3.54744
N 1.40394 5.87182 2.21345
C 1.67092 6.47358 1.00375
C 1.34550 5.59050 0.01251
N 0.92418 4.44079 0.63189
C 0.93783 4.65319 1.95664
C 0.47758 3.25225 -0.05896
H 3.91686 6.93322 3.32353
H 3.66703 5.22138 3.44272
H 3.51450 6.31153 4.88767
H 1.63999 7.44379 3.49203
H 1.19202 5.87414 4.29649
H 2.10723 7.45947 0.98636
H 1.53841 5.58823 -1.04620
H 0.70170 3.96534 2.75163
H -0.15942 3.47777 -0.91574
H -0.12301 2.54882 0.51414
H 1.27798 2.66524 -0.51102
C -5.63744 -1.65760 -5.13878
C -5.33341 -0.52852 -4.16921
N -3.93877 -0.06047 -4.23080
C -2.97911 -0.26358 -3.27666
C -1.78436 0.09700 -3.82532
N -2.04372 0.65734 -5.05356
C -3.34698 0.45916 -5.31214
C -1.05536 1.05025 -6.03043
H -6.65163 -2.05323 -5.12394
H -5.01639 -2.54153 -4.98156
H -5.47610 -1.29482 -6.15652
H -5.50250 -0.81718 -3.13192
H -5.99489 0.30953 -4.38490
H -3.23003 -0.68986 -2.31772
H -0.77530 0.04605 -3.44606
H -3.89395 0.64722 -6.22271
H -0.25156 0.32296 -6.16079
H -0.55163 1.93648 -5.64162
H -1.49718 1.17293 -7.01462
C 3.54751 1.15738 -4.16659
C 4.83132 1.36256 -5.01488
N 5.46764 2.68112 -4.91375
C 4.84157 3.86581 -5.23278
C 5.73684 4.86083 -4.97306
N 6.85127 4.26970 -4.44315
C 6.71910 2.94667 -4.50372
C 8.11296 4.96919 -4.15897
H 2.81401 1.94120 -4.35034
H 3.76718 1.21129 -3.09854
H 3.21717 0.15082 -4.40887
H 4.57311 1.27393 -6.07042
H 5.52432 0.56054 -4.77420
H 3.83151 3.86010 -5.60050
H 5.69499 5.93190 -5.07748
H 7.47963 2.20924 -4.30735
H 8.77684 4.26701 -3.65234
H 7.92910 5.88813 -3.61473
H 8.73587 5.18593 -5.03055
C -3.47660 -4.58036 -3.07563
C -2.32310 -5.44047 -3.60238
C -1.23201 -5.58136 -2.55017
N 0.14342 -5.87123 -3.13759
C 0.13609 -7.01327 -4.14047
C 0.80531 -4.59401 -3.76613
C 2.08309 -4.42449 -2.97308
C 1.81317 -4.97057 -1.61287
C 1.09206 -6.24619 -2.00959
H -3.12849 -3.54691 -3.08722
H -3.77865 -4.87032 -2.06612
H -4.40683 -4.66583 -3.63418
H -1.85952 -4.89306 -4.43629
H -2.58077 -6.36906 -4.10977
H -1.54160 -6.37388 -1.86836
H -1.02631 -4.66208 -2.00151
H 1.14676 -7.01988 -4.53949
H -0.62800 -6.85144 -4.89124
H -0.02519 -7.94197 -3.59723
H 0.93540 -4.70356 -4.84039
H 0.04536 -3.82423 -3.63634
H 2.92535 -4.97442 -3.39496
H 2.32352 -3.36071 -2.91940
H 2.73381 -5.01912 -1.03523
H 1.18656 -4.25281 -1.07309
H 1.87291 -6.83285 -2.50655
H 0.73123 -6.98025 -1.29126
C -5.72885 -6.19750 3.61831
C -4.67264 -5.10635 3.52571
C -3.42264 -5.52328 2.77908
N -2.43661 -4.34294 2.57192
C -3.12106 -3.10519 2.03428
C -1.35355 -4.78703 1.58914
C -0.03798 -4.35701 2.20530
C -0.26088 -4.49235 3.70631
C -1.70562 -3.99371 3.83954
H -6.22508 -6.39182 2.66859
H -6.52094 -5.91180 4.31013
H -5.31814 -7.11919 4.03379
H -4.48856 -4.68464 4.51675
H -5.12458 -4.28342 2.96488
H -3.65781 -5.87819 1.77673
H -2.78553 -6.24091 3.29569
H -3.73534 -3.38664 1.18151
H -2.32386 -2.40311 1.81310
H -3.81780 -2.73402 2.77875
H -1.59566 -4.29757 0.64530
H -1.41651 -5.85668 1.39813
H 0.23579 -3.32703 1.99021
H 0.74093 -5.04518 1.87596
H 0.45167 -3.93019 4.30424
H -0.18160 -5.54549 3.98108
H -1.71239 -2.90269 3.90245
H -2.14595 -4.30474 4.78610
C 4.42981 -1.76924 4.29559
C 4.79762 -0.37486 3.75179
C 4.53444 -0.25519 2.24829
N 5.01556 1.08249 1.72796
C 6.50930 1.19748 1.75182
C 4.29691 2.26819 2.33855
C 4.53568 3.45404 1.39042
C 4.58976 2.78922 0.00657
C 4.59503 1.25788 0.26805
H 5.04793 -2.55206 3.85383
H 3.40946 -1.99838 3.97232
H 4.50911 -1.81656 5.37699
H 5.78057 -0.09131 4.12072
H 4.05005 0.28136 4.21265
H 3.49282 -0.49829 2.05043
H 5.15724 -0.98364 1.72438
H 7.10949 0.43400 1.26571
H 6.83324 1.25018 2.79235
H 6.74583 2.19580 1.38677
H 4.67551 2.36390 3.35534
H 3.24953 1.97230 2.42224
H 5.45987 3.91231 1.73677
H 3.72670 4.17714 1.45638
H 5.44284 3.08262 -0.60120
H 3.67766 2.92871 -0.57366
H 5.31493 0.67555 -0.30257
H 3.59455 0.84574 0.14549
P -5.04931 -0.01855 0.56010
F -5.06909 0.88572 -0.84509
F -3.45469 -0.31959 0.58155
F -4.76742 1.35011 1.40980
F -5.22915 -0.87886 1.93868
F -6.60490 0.32028 0.58533
F -5.23380 -1.37697 -0.29420
P 0.61720 -0.82809 -0.80303
F 1.85228 -0.49467 -1.80323
F 1.48504 -2.05294 -0.14977
F 1.34741 0.27265 0.20646
F -0.53990 -1.19165 0.24300
F -0.27592 0.47682 -1.29057
F -0.07728 -1.79390 -1.89155
*
```

## Properties
- LUMO (eV) = -11.29
- E_tot (Ha) = -4714.20219
- highest occupied orbital energy (Ha) = -0.7708
- orbital gap (eV) = 9.69